Entry from the Open Molecules 2025 dataset: a cluster of 2 separate species, C4H3ClO2 in total in a non-equilibrium geometry (ωB97M-V with the def2-TZVPD basis set).

```
10
Properties=species:S:1:pos:R:3:forces:R:3
C -0.64083 -0.17611 -0.75223 0.4 -0.5 -2.2
C 0.10987 0.79035 -0.27041 -2.8 -2.3 0.4
C -1.74033 -0.49734 0.18737 -0.5 -1.1 -0.7
C -1.36066 0.40335 1.41115 -1.6 -0.4 1.5
O -0.34568 1.08952 1.06828 1.0 0.9 -0.1
O -2.69179 -1.25626 0.03535 1.9 1.7 0.7
Cl 3.33495 0.00224 0.72100 0.0 0.2 0.1
H -0.45712 -0.52561 -1.78015 -0.5 -0.1 0.7
H 0.81993 1.27319 -0.82411 2.1 1.7 -0.3
H 2.97166 -1.10333 0.20374 0.0 -0.2 -0.1
```
Forces are in eV/Å.

Values from the calculation:
Gap between HOMO and LUMO = 7.37 eV
HOMO = -9.03 eV
Charge = 0
LUMO = -1.67 eV
Relative energy (zero: lowest compared OMol25 entry of this formula, charge and spin) = 90.1 kcal per mole
E_tot = -764.7353 a.u.
Max |F| = 3.62 eV Å⁻¹

Entry from the Open Molecules 2025 dataset: a cluster of 2 separate species, C4H10N2O in total in a non-equilibrium geometry (ωB97M-V with the def2-TZVPD basis set).

```
17
Properties=species:S:1:pos:R:3:forces:R:3
N -0.58245 -1.38025 0.40309 0.5 -0.3 -0.4
C 0.45344 -2.28298 -0.31791 0.7 0.0 -0.8
O 1.25058 -1.56792 -1.09378 -0.3 -0.2 0.0
H -1.48500 -1.57684 -0.01112 -0.2 0.1 0.4
H -0.53275 -1.67480 1.37078 -0.6 0.3 0.1
H 1.00349 -2.77222 0.51643 -0.3 -0.3 -0.1
H -0.17572 -3.02154 -0.87063 0.2 -0.1 0.3
C -0.37799 1.93442 0.27557 0.0 0.6 0.4
C -0.83701 1.85910 1.52312 -0.2 -0.2 -0.7
C 1.09580 1.06942 -1.36774 -0.1 0.3 -1.0
N 0.33492 0.91351 -0.37230 -0.5 -0.5 0.1
H -0.63787 2.79004 -0.33659 0.3 0.2 0.0
H -0.77790 0.96366 2.12720 0.3 0.1 0.1
H -1.42132 2.69324 1.88333 0.0 0.0 0.2
H 1.36287 0.18547 -1.95709 0.3 -0.1 0.7
H 1.35344 2.06925 -1.71288 0.0 0.1 0.1
H -0.02654 -0.20157 -0.05948 0.0 0.1 0.5
```
Forces are in eV/Å.

Values from the calculation:
Gap between HOMO and LUMO = 6.95 eV
HOMO = -7.06 eV
Charge = 0
LUMO = -0.11 eV
Relative energy (zero: lowest compared OMol25 entry of this formula, charge and spin) = 108.1 kcal per mole
E_tot = -343.0292 a.u.
Max |F| = 1.08 eV Å⁻¹

Entry from the Open Molecules 2025 dataset: a cluster of 6 separate species, C38H29FN2O24S in total in a non-equilibrium geometry (ωB97M-V with the def2-TZVPD basis set).

```
95
Properties=species:S:1:pos:R:3:forces:R:3
C -2.89298 -6.13723 0.70452 -0.4 -0.5 -0.4
C -2.63840 -5.43746 -0.58817 0.0 -0.5 0.4
O -3.22658 -4.47951 -0.96614 -0.3 1.1 -0.4
O -1.66617 -6.03723 -1.32963 0.6 0.0 0.4
C -0.77465 -5.16348 -1.99010 0.2 0.4 -1.0
N 0.60045 -5.30288 -1.52658 -0.2 -0.1 1.0
C 0.87582 -4.62869 -0.26746 0.1 -0.3 0.0
C 0.91022 -5.26845 0.96301 -0.1 0.5 0.2
C 1.19423 -4.47080 2.06388 -0.1 0.0 -0.4
C 1.41358 -3.11418 1.87766 0.2 0.1 0.4
N 1.41242 -2.49074 0.69976 -0.3 -0.7 0.0
C 1.14235 -3.26864 -0.34820 0.0 0.3 -0.3
S 1.20769 -6.82092 -1.69324 -0.7 -0.2 -0.9
O 0.64457 -7.77972 -0.81503 0.3 0.0 0.4
O 1.25536 -7.10302 -3.08272 0.2 0.1 0.0
F 2.64548 -6.51631 -1.20881 0.3 0.0 0.1
H -3.03512 -7.19596 0.48961 0.1 -0.1 0.1
H -3.81376 -5.75417 1.12584 0.1 0.2 0.2
H -2.04159 -6.03485 1.36937 0.0 0.1 0.1
H -0.79636 -5.34049 -3.06233 0.0 -0.3 0.0
H -1.04617 -4.12282 -1.83930 -0.1 0.0 0.1
H 0.71402 -6.32154 1.08795 0.0 -0.1 -0.2
H 1.24125 -4.89235 3.05586 0.0 0.0 0.1
H 1.60876 -2.50149 2.74299 0.1 0.1 0.0
H 1.12432 -2.80004 -1.32649 0.1 0.0 0.2
C 0.23771 -1.17869 -4.86207 0.0 0.0 0.1
C -0.01077 -0.91370 -6.15320 0.0 0.1 0.2
C 0.35690 -1.87913 -7.25278 0.2 -0.3 0.0
O 0.07535 -1.55732 -8.39150 -0.1 0.2 0.0
C 1.01787 -3.11741 -6.89231 0.0 0.0 -0.1
C 1.26892 -3.38266 -5.60184 0.0 -0.1 -0.2
C 0.88088 -2.42379 -4.50500 -0.1 0.3 0.1
O 1.13649 -2.75091 -3.35694 0.0 -0.1 -0.3
O 1.86303 -4.49327 -5.19638 0.0 0.1 0.1
O -0.59104 0.19885 -6.56986 0.0 0.0 -0.1
H -0.02193 -0.49377 -4.06693 0.0 0.0 0.0
H 1.28866 -3.79722 -7.68738 0.0 0.0 0.0
H 1.91333 -4.45587 -4.22182 0.0 0.0 0.0
H -0.64954 0.12623 -7.54317 0.0 0.0 0.0
C 0.33216 3.24724 2.83871 0.0 0.1 -0.1
C 0.64265 2.03155 3.30864 0.0 0.2 0.1
C 0.71605 0.83165 2.39724 0.0 -0.1 -0.4
O 1.01716 -0.24459 2.88522 0.0 0.1 0.3
C 0.41963 1.00414 0.99417 0.0 -0.1 0.0
C 0.10422 2.22098 0.52179 0.0 -0.2 -0.1
C 0.05622 3.43052 1.42521 0.1 0.0 0.4
O -0.22570 4.50878 0.93490 -0.1 -0.1 -0.2
O -0.18731 2.44175 -0.74795 -0.1 0.2 0.2
O 0.90329 1.79957 4.58840 0.0 -0.1 -0.1
H 0.27428 4.11692 3.47738 0.0 0.0 0.0
H 0.46429 0.12592 0.36477 0.0 0.0 0.0
H -0.38520 3.39622 -0.85926 0.2 -0.1 -0.1
H 1.10933 0.84840 4.68517 0.0 0.0 0.1
C 5.84985 -1.38344 5.53450 0.0 0.0 -0.1
C 6.06880 -1.07418 6.81980 0.1 -0.1 -0.2
C 4.95423 -0.64805 7.74022 -0.3 0.1 0.0
O 5.24380 -0.40462 8.89587 0.2 0.0 0.0
C 3.60956 -0.55007 7.20009 0.0 0.0 0.1
C 3.39372 -0.85544 5.91489 -0.1 0.1 0.2
C 4.50301 -1.30572 5.00025 0.3 -0.1 0.0
O 4.20430 -1.58077 3.85389 -0.2 0.0 0.0
O 2.19832 -0.79172 5.33716 0.1 -0.1 0.0
O 7.26566 -1.11748 7.38697 0.0 0.0 0.1
H 6.64167 -1.69286 4.86737 0.0 0.0 0.0
H 2.81939 -0.22859 7.86389 0.0 0.0 0.0
H 2.31886 -1.05360 4.39974 -0.1 0.1 -0.1
H 7.13553 -0.85014 8.31754 0.0 0.0 0.0
C -3.56432 3.76898 1.66209 0.1 0.0 -0.2
C -3.85680 3.57586 2.95378 0.2 0.0 -0.1
C -5.27734 3.54712 3.45342 -0.3 0.0 -0.1
O -5.45013 3.34693 4.64070 0.1 0.0 0.1
C -6.34785 3.76198 2.49573 0.0 0.0 0.1
C -6.05119 3.95947 1.20307 -0.2 0.0 0.1
C -4.62975 3.96278 0.70218 0.3 0.0 0.1
O -4.45083 4.13407 -0.49032 -0.1 0.0 -0.1
O -6.96711 4.16471 0.26755 0.1 0.0 -0.1
O -2.92614 3.39423 3.88013 -0.1 0.0 0.2
H -2.54838 3.78855 1.30047 0.0 0.1 0.0
H -7.36384 3.75558 2.86381 0.0 0.0 0.0
H -6.47939 4.27366 -0.57177 0.0 0.0 0.0
H -3.40014 3.27276 4.72575 0.0 0.0 0.0
C 0.68005 5.57758 -4.22557 0.0 -0.1 0.1
C 0.46515 6.41908 -5.24698 0.2 -0.1 0.0
C -0.72434 7.34562 -5.28315 -0.3 0.1 0.2
O -0.82407 8.08516 -6.24395 0.1 0.0 -0.1
C -1.66973 7.29920 -4.18594 0.0 0.1 -0.1
C -1.45891 6.45585 -3.16486 -0.2 0.1 0.0
C -0.25460 5.54760 -3.12182 0.2 0.0 -0.2
O -0.12918 4.82591 -2.14823 -0.2 0.0 0.0
O -2.27901 6.35859 -2.13066 0.1 -0.1 0.0
O 1.26565 6.51070 -6.29603 0.0 0.1 0.0
H 1.53015 4.91142 -4.18869 0.0 0.0 0.0
H -2.52648 7.95627 -4.22814 0.0 0.0 0.0
H -1.91005 5.68435 -1.52889 0.0 0.0 0.0
H 0.87619 7.19520 -6.87531 0.0 0.0 0.0
```
Forces are in eV/Å.

Values from the calculation:
Gap between HOMO and LUMO = 7.85 eV
HOMO = -9.50 eV
SMILES = CC(=O)OCN(c1cccnc1)S(=O)(=O)F.O=C1C=C(O)C(=O)C=C1O.O=C1C=C(O)C(=O)C=C1O.O=C1C=C(O)C(=O)C=C1O.O=C1C=C(O)C(=O)C=C1O.O=C1C=C(O)C(=O)C=C1O
Charge = 0
LUMO = -1.65 eV
Relative energy (zero: lowest compared OMol25 entry of this formula, charge and spin) = 5.9 kcal per mole
E_tot = -3878.7718 a.u.
Max |F| = 1.18 eV Å⁻¹